DFT (wB97M-V/def2-TZVPD) results for a 8-piece molecular cluster, C30H62B4F16N5O6 overall.

Positions of all 123 atoms, in Å:
1 C -2.598781 6.352268 3.360554
2 O -1.324270 5.831899 3.980678
3 C -1.212193 5.520342 5.341977
4 C -1.269475 4.061428 5.692068
5 N -0.491722 3.261012 4.754836
6 H -1.058249 3.227403 3.873390
7 H 0.483171 3.575370 4.589364
8 C -0.045556 1.890563 5.232533
9 C 1.161368 2.066776 6.085791
10 O 1.946826 2.912237 5.281469
11 C 3.111213 3.327821 5.993365
12 H -2.860997 7.294349 3.936994
13 H -3.346018 5.626807 3.514452
14 H -2.298040 6.656730 2.346237
15 H -1.956560 5.950313 5.922088
16 H -0.246398 5.942887 5.542670
17 H -2.246274 3.664872 5.579304
18 H -0.879375 3.957485 6.689371
19 H 0.124550 1.316250 4.320767
20 H -0.906292 1.440050 5.764480
21 H 1.607969 1.117987 6.353457
22 H 0.834644 2.589100 6.973531
23 H 3.824753 2.498875 5.953867
24 H 2.745943 3.591095 6.972914
25 H 3.583534 4.164556 5.504095
26 C -3.977678 -7.643094 -2.861631
27 O -3.414852 -6.427791 -3.285188
28 C -2.158078 -6.471130 -3.802423
29 C -2.085415 -5.494632 -4.978863
30 N -2.238127 -4.090205 -4.483302
31 H -2.950809 -4.062684 -3.733180
32 H -1.366646 -3.624617 -4.126344
33 C -2.636492 -3.081598 -5.533864
34 C -4.112813 -2.857366 -5.780046
35 O -4.854135 -2.561968 -4.641034
36 C -6.107562 -1.800119 -4.847978
37 H -3.688313 -8.447487 -3.555410
38 H -5.074850 -7.629515 -2.911655
39 H -3.689963 -7.853418 -1.882892
40 H -1.916761 -7.384481 -4.412708
41 H -1.359745 -6.256196 -3.090009
42 H -2.951491 -5.732904 -5.673819
43 H -1.164351 -5.571620 -5.511303
44 H -2.323243 -3.528783 -6.492385
45 H -2.150306 -2.096432 -5.353273
46 H -4.478389 -3.777587 -6.254209
47 H -4.201057 -2.086410 -6.622317
48 H -6.106695 -1.476770 -5.899219
49 H -6.258113 -1.020373 -4.098241
50 H -6.925482 -2.541640 -4.809473
51 C -1.200062 -3.105390 0.942399
52 O -2.041445 -1.961173 1.027682
53 C -2.916791 -1.834243 -0.097394
54 C -3.822299 -0.658861 0.071001
55 N -3.075408 0.622865 0.359619
56 H -3.106578 0.810226 1.362328
57 H -2.114478 0.423036 0.133573
58 C -3.569412 1.867483 -0.318869
59 C -2.430388 2.880663 -0.719736
60 O -1.212500 2.209752 -0.517250
61 C -0.361427 1.907355 -1.608454
62 H -1.778628 -3.939178 0.586629
63 H -0.811690 -3.368272 1.915119
64 H -0.340938 -2.945507 0.258710
65 H -3.451797 -2.747833 -0.129256
66 H -2.353591 -1.827807 -0.982440
67 H -4.458856 -0.828800 0.929447
68 H -4.402014 -0.606815 -0.876319
69 H -4.297399 2.279519 0.379111
70 H -4.090022 1.476038 -1.244298
71 H -2.566126 3.752784 -0.095816
72 H -2.564124 3.158311 -1.791175
73 H -0.876778 1.237895 -2.374358
74 H 0.510788 1.467423 -1.125656
75 H -0.085507 2.817310 -2.165701
76 C 4.218927 -4.406704 -0.046922
77 N 4.079032 -2.940233 -0.284230
78 C 3.888608 -2.084241 0.711504
79 C 4.249650 -0.749594 0.593223
80 C 4.829152 -0.289552 -0.606956
81 C 4.827283 -1.161772 -1.699400
82 C 4.489405 -2.496240 -1.518523
83 C 5.369517 1.046908 -0.704455
84 C 6.344589 1.467316 0.200954
85 C 6.722454 2.788119 0.221082
86 N 6.070169 3.646775 -0.585220
87 C 5.067288 3.289019 -1.379236
88 C 4.673292 1.994243 -1.447869
89 C 6.559537 5.084778 -0.559319
90 H 3.442922 -4.915613 -0.565221
91 H 4.278695 -4.697611 0.986228
92 H 5.188882 -4.640237 -0.552495
93 H 3.619525 -2.428361 1.715891
94 H 4.281956 -0.131168 1.504171
95 H 5.158633 -0.870862 -2.683493
96 H 4.511821 -3.203881 -2.334107
97 H 6.775336 0.684598 0.863536
98 H 7.436389 3.026870 0.968000
99 H 4.728247 4.117525 -2.021811
100 H 3.921070 1.658217 -2.082015
101 H 7.454897 5.070747 -1.162680
102 H 6.785988 5.383182 0.411097
103 H 5.775764 5.704130 -0.815101
104 B -3.303216 0.226651 -3.581260
105 F -4.718670 0.302420 -3.462768
106 F -2.709836 -0.635781 -2.596316
107 F -2.943977 0.001780 -4.894803
108 F -2.926771 1.539779 -3.174497
109 B -3.428214 1.727748 4.009593
110 F -2.670750 2.797628 3.346674
111 F -3.971388 2.320371 5.103129
112 F -4.372493 1.327136 3.075194
113 F -2.516350 0.628034 4.195863
114 B 1.170198 -2.742702 -3.160826
115 F 0.195425 -2.578536 -4.273013
116 F 0.782751 -3.845176 -2.380516
117 F 2.484181 -3.001223 -3.723844
118 F 1.240162 -1.541612 -2.314884
119 B 6.352468 1.244099 3.596783
120 F 5.850057 1.361961 4.861394
121 F 6.458165 -0.099786 3.069107
122 F 5.530309 1.845274 2.701939
123 F 7.673992 1.769143 3.638038

Cartesian forces (eV/Å) of the 3 atoms listed first:
2.64 1.60 2.33
-1.19 0.14 -1.94
0.66 -0.10 -1.49

The value obtained for the energy relative to the best compared isomer or geometry (same formula, charge and spin) is 0.00 kJ/mol. Its charge is +1. The spin multiplicity is 1.

=====

DFT (wB97M-V/def2-TZVPD) results for I2S2 in the gas phase.

Positions of all 4 atoms, in Å:
1 S -0.002955 0.665470 -2.393877
2 S -0.021019 -0.569288 1.795438
3 I -0.547900 -1.009547 -0.926591
4 I -0.809017 1.244724 2.983563

Cartesian forces (eV/Å) of the 3 atoms listed first:
-0.14 -0.53 0.59
0.26 -0.79 -1.25
0.19 0.95 0.81

The value obtained for the energy relative to the best compared isomer or geometry (same formula, charge and spin) is 241.16 kJ/mol. Its charge is 0. The spin multiplicity is 1.

=====

DFT (wB97M-V/def2-TZVPD) results for C8H13N in the gas phase.

Positions of all 22 atoms, in Å:
1 C 2.544829 -0.408043 0.545592
2 N 1.837232 0.158186 -0.518718
3 C 0.696873 1.062287 -0.552006
4 C -0.463334 1.449041 0.424045
5 C -1.623935 0.386369 0.556210
6 C -1.830984 -0.152715 -0.866579
7 C -0.550588 -1.141488 -0.597428
8 C -0.920838 -1.051653 0.995099
9 C 0.622770 -0.346879 -1.125321
10 H 2.343874 -1.545647 0.644046
11 H 3.758061 -0.382074 0.227879
12 H 2.395723 0.069069 1.621837
13 H 0.907421 2.061071 -1.006685
14 H -0.858543 2.417666 0.220533
15 H 0.021605 1.536521 1.439380
16 H -2.602289 0.947755 0.879112
17 H -2.917010 -0.639801 -1.028304
18 H -1.604706 0.586840 -1.660486
19 H -0.598228 -2.029641 -1.103748
20 H -1.613966 -1.901194 1.325544
21 H -0.232643 -0.701598 1.782674
22 H 0.688669 -0.374079 -2.202683

Cartesian forces (eV/Å) of the 3 atoms listed first:
3.24 -1.86 2.19
-1.86 0.32 -0.01
-0.79 1.49 -0.19

The value obtained for the energy relative to the best compared isomer or geometry (same formula, charge and spin) is 445.27 kJ/mol. Its charge is 0. Its SMILES is CN1[C@@H]2C[C@H]3C[C@H](C3)[C@@H]21. The spin multiplicity is 1.

=====

DFT (wB97M-V/def2-TZVPD) results for an isolated ion of composition C7H8N2P and charge +1.

Positions of all 18 atoms, in Å:
1 C 0.955292 -2.215045 -0.469125
2 C 1.899229 -1.376781 0.276481
3 C -0.283767 -1.748706 -0.577480
4 C 1.493062 -0.265573 0.966707
5 C -0.729374 -0.579107 0.079777
6 C -0.028743 1.605716 1.147321
7 C -2.333426 1.034877 -0.877430
8 N 0.260065 0.396164 0.745016
9 N -2.004282 -0.038872 -0.226365
10 P -2.528629 -1.154462 0.922895
11 H 1.094609 -3.116206 -1.057253
12 H 2.907178 -1.589551 0.534458
13 H -1.172133 -2.381593 -0.951192
14 H 2.294432 0.353934 1.473959
15 H 0.708141 2.116534 1.736473
16 H -1.017221 2.023603 0.978050
17 H -1.534541 1.711484 -1.157317
18 H -3.376467 1.205877 -1.158820

Cartesian forces (eV/Å) of the 3 atoms listed first:
1.20 0.65 -0.24
-1.69 -0.01 0.78
-2.34 -0.69 -0.49

Its charge is +1. The spin multiplicity is 3. The value obtained for the total energy is -721.932697 Ha. As for the expectation value of S²: 2.10.

=====

DFT (wB97M-V/def2-TZVPD) results for a 2-piece molecular cluster, C12H20N3 overall.

Positions of all 35 atoms, in Å:
1 C 1.272980 0.374263 1.603927
2 C 0.756857 1.645028 1.364381
3 C -0.577614 2.011821 1.175576
4 C -1.703385 1.193541 1.184654
5 C -1.750020 -0.190316 1.134235
6 C -0.689341 -1.080323 1.070446
7 C 0.652304 -0.826729 1.308901
8 H 2.309537 0.325635 1.985445
9 H 1.478508 2.474288 1.379855
10 H -0.767196 3.095184 1.108532
11 H -2.660633 1.714918 1.128101
12 H -2.749766 -0.627150 1.030794
13 H -0.963266 -2.125929 0.920480
14 H 1.298932 -1.706969 1.317333
15 C -0.063918 0.106036 6.510372
16 N 0.769975 -0.723979 5.649210
17 C 0.043312 -1.441734 4.627192
18 C 2.135511 -0.829389 5.417624
19 N 2.413198 -1.322084 4.212154
20 N 3.053040 -0.539187 6.385277
21 C 2.939690 0.377177 7.500659
22 C 4.413541 -1.050958 6.275523
23 H 0.459738 0.614570 7.325675
24 H -0.596584 0.873732 5.920211
25 H -0.855049 -0.515490 6.959591
26 H 0.804830 -2.077026 4.133438
27 H -0.772838 -2.027572 5.071107
28 H -0.348010 -0.749111 3.858977
29 H 3.399989 -1.522961 3.959418
30 H 1.930815 0.717746 7.709519
31 H 3.325140 -0.118720 8.395059
32 H 3.569140 1.257288 7.330679
33 H 4.439854 -1.855576 5.532889
34 H 5.098435 -0.241839 5.995218
35 H 4.695642 -1.451452 7.250698

Cartesian forces (eV/Å) of the 3 atoms listed first:
0.73 0.44 -0.04
-0.03 0.42 0.20
0.17 0.39 0.23

The value obtained for the energy relative to the best compared isomer or geometry (same formula, charge and spin) is 297.17 kJ/mol. Its charge is +1. The spin multiplicity is 1.

=====

Number 1: largest force on an atom 3.87 eV/A. Number 2: largest force on an atom 1.50 eV/A. Number 3: largest force on an atom 4.33 eV/A. Number 4: largest force on an atom 4.92 eV/A. Number 5: largest force on an atom 1.92 eV/A.